C45H64AsBN7O4SiZn | ωB97M-V/def2-TZVPD

As for the net charge: -1. For the LUMO energy, the calculation gives 2.58 eV. Its highest occupied orbital energy is -4.2681 eV. The calculation puts the relative energy (zero: lowest compared OMol25 entry of this formula, charge and spin) at 0.00 kJ/mol. Its multiplicity is 1.

XYZ file:
```
124
Properties=species:S:1:pos:R:3:forces:R:3
Zn -0.854 -0.502 1.701 -0.1 0.1 0.0
C -4.560 -2.717 0.875 0.0 0.0 0.0
C -3.416 -2.024 0.465 0.0 0.0 0.0
N -2.705 -1.631 1.513 0.1 0.0 0.0
N -3.360 -2.064 2.614 0.0 0.0 0.0
C -4.475 -2.718 2.251 0.0 0.0 0.0
B -2.698 -2.132 4.007 0.0 0.0 0.0
N -2.198 -0.739 4.456 0.0 0.0 0.0
C -2.256 -0.222 5.693 0.0 0.0 0.0
C -1.464 0.908 5.734 0.0 0.0 0.0
C -0.939 1.004 4.442 0.0 0.0 0.0
N -1.390 0.013 3.686 0.0 0.0 0.0
N -1.499 -3.086 3.899 0.0 0.0 0.0
C -1.177 -4.187 4.604 0.0 0.0 0.0
C 0.012 -4.676 4.103 0.0 0.0 0.0
C 0.342 -3.779 3.072 0.0 0.0 0.0
N -0.572 -2.830 2.963 0.0 -0.1 0.0
H -5.331 -3.145 0.259 0.0 0.0 0.0
H -3.083 -1.774 -0.529 0.0 0.0 0.0
H -5.117 -3.147 3.002 0.0 0.0 0.0
H -3.494 -2.542 4.814 0.0 0.0 0.0
H -2.849 -0.702 6.453 0.0 0.0 0.0
H -1.293 1.564 6.570 0.0 0.0 0.0
H -0.276 1.742 4.017 0.0 0.0 0.0
H -1.811 -4.537 5.402 0.0 0.0 0.0
H 0.556 -5.546 4.432 0.0 0.0 0.0
H 1.201 -3.764 2.417 0.0 0.0 0.0
C 4.495 2.433 1.086 0.0 0.0 0.0
C 3.301 1.668 1.646 0.0 0.0 0.0
C 2.012 2.434 1.386 0.0 0.0 0.0
C 3.466 1.453 3.148 0.0 0.0 0.0
O 3.308 0.410 0.964 0.0 0.0 0.0
Si 2.217 -0.833 1.002 0.0 0.0 0.0
O 1.044 -0.591 2.028 0.0 0.0 0.0
O 3.067 -2.232 1.276 0.0 0.0 0.0
C 4.056 -2.589 2.232 0.0 0.0 0.0
C 3.616 -2.214 3.644 0.0 0.0 0.0
C 4.217 -4.103 2.121 0.0 0.0 0.0
C 5.375 -1.907 1.875 0.0 0.0 0.0
O 1.721 -0.989 -0.565 0.0 0.0 0.0
C 1.183 -2.060 -1.336 0.0 0.0 0.0
C 2.257 -3.135 -1.534 0.0 0.0 0.0
C 0.001 -2.704 -0.621 0.0 0.0 0.0
C 0.931 -1.372 -2.698 0.0 0.0 0.0
H 4.575 3.418 1.550 0.0 0.0 0.0
H 4.378 2.560 0.009 0.0 0.0 0.0
H 5.418 1.880 1.269 0.0 0.0 0.0
H 2.036 3.404 1.890 0.0 0.0 0.0
H 1.158 1.867 1.751 0.0 0.0 0.0
H 1.869 2.608 0.322 0.0 0.0 0.0
H 3.514 2.416 3.662 0.0 0.0 0.0
H 4.384 0.902 3.362 0.0 0.0 0.0
H 2.611 0.894 3.533 0.0 0.0 0.0
H 2.674 -2.701 3.897 0.0 0.0 0.0
H 3.463 -1.140 3.726 0.0 0.0 0.0
H 4.377 -2.515 4.368 0.0 0.0 0.0
H 3.278 -4.604 2.359 0.0 0.0 0.0
H 4.985 -4.461 2.810 0.0 0.0 0.0
H 4.505 -4.373 1.103 0.0 0.0 0.0
H 5.268 -0.824 1.914 0.0 0.0 0.0
H 5.668 -2.180 0.859 0.0 0.0 0.0
H 6.164 -2.217 2.565 0.0 0.0 0.0
H 2.500 -3.596 -0.578 0.0 0.0 0.0
H 3.167 -2.685 -1.936 0.0 0.0 0.0
H 1.910 -3.911 -2.218 0.0 0.0 0.0
H 0.303 -3.003 0.385 0.0 0.0 0.0
H -0.328 -3.602 -1.147 0.0 0.0 0.0
H -0.852 -2.035 -0.544 0.0 0.0 0.0
H 1.965 -1.150 -2.962 0.0 0.0 0.0
H -0.412 -0.034 -3.640 0.0 0.0 0.0
H 1.044 -3.093 -3.961 0.0 0.0 0.0
C -5.328 4.916 -3.327 0.0 0.0 0.0
C -4.367 3.815 -2.972 0.0 0.0 0.0
C -4.625 2.926 -1.946 0.0 0.0 0.0
C -3.732 1.916 -1.594 0.0 0.0 0.0
C -4.182 0.990 -0.493 0.0 0.0 0.0
C -2.502 1.785 -2.268 0.1 0.0 0.0
As -1.374 0.291 -1.530 0.0 0.0 0.0
N -1.068 0.900 0.177 0.1 0.0 0.0
C -1.246 2.239 0.483 0.0 0.0 0.0
C -1.897 2.606 1.675 0.0 0.0 0.0
C -2.056 3.930 2.051 0.0 0.0 0.0
C -1.607 4.961 1.237 0.0 0.0 0.0
C -1.008 4.626 0.027 0.0 0.0 0.0
C -0.835 3.305 -0.341 0.0 0.0 0.0
C 0.232 0.043 -2.755 0.0 0.0 0.0
C 1.351 0.952 -3.194 0.0 0.0 0.0
C 2.043 1.870 -2.243 0.0 0.0 0.0
C 1.816 0.754 -4.437 0.0 0.0 0.0
C 1.323 -0.232 -5.418 0.0 0.0 0.0
C 1.548 0.198 -6.850 0.0 0.0 0.0
C 0.733 -1.421 -5.187 0.0 0.0 0.0
C 0.442 -2.178 -3.904 0.0 0.0 0.0
C -1.029 -2.607 -3.881 0.0 0.0 0.0
C -2.247 2.672 -3.329 0.0 0.0 0.0
C -0.987 2.660 -4.145 0.0 0.0 0.0
C -3.175 3.656 -3.660 0.0 0.0 0.0
H -6.242 4.844 -2.736 0.0 0.0 0.0
H -5.602 4.878 -4.383 0.0 0.0 0.0
H -4.884 5.896 -3.139 0.0 0.0 0.0
H -5.551 3.014 -1.387 0.0 0.0 0.0
H -5.050 1.409 0.016 0.0 0.0 0.0
H -3.407 0.807 0.249 0.0 0.0 0.0
H -4.476 0.025 -0.911 0.0 0.0 0.0
H -2.300 1.822 2.303 0.0 0.0 0.0
H -2.555 4.154 2.988 0.0 0.0 0.0
H -1.737 5.997 1.525 0.0 0.0 0.0
H -0.668 5.407 -0.644 0.0 0.0 0.0
H -0.378 3.077 -1.292 0.0 0.0 0.0
H 1.380 2.641 -1.852 0.0 0.0 0.0
H 2.896 2.355 -2.720 0.0 0.0 0.0
H 2.393 1.289 -1.386 0.0 0.0 0.0
H 2.637 1.376 -4.786 0.0 0.0 0.0
H 2.610 0.385 -7.032 0.0 0.0 0.0
H 1.021 1.133 -7.059 0.0 0.0 0.0
H 1.207 -0.557 -7.558 0.0 0.0 0.0
H 0.429 -1.972 -6.076 0.0 0.0 0.0
H -1.291 -3.103 -4.819 0.0 0.0 0.0
H -1.694 -1.749 -3.762 0.0 0.0 0.0
H -1.235 -3.299 -3.065 0.0 0.0 0.0
H -0.109 2.846 -3.529 0.0 0.0 0.0
H -1.024 3.441 -4.905 0.0 0.0 0.0
H -0.828 1.711 -4.655 0.0 0.0 0.0
H -2.942 4.331 -4.478 0.0 0.0 0.0
```
Forces are in eV/Å.



C44H60BN7O4P | ωB97M-V/def2-TZVPD

As for the net charge: +1. For the LUMO energy, the calculation gives -3.77 eV. Its highest occupied orbital energy is -10.7483 eV. The calculation puts the relative energy (zero: lowest compared OMol25 entry of this formula, charge and spin) at 0.00 kJ/mol. Its multiplicity is 1.

XYZ file:
```
117
Properties=species:S:1:pos:R:3:forces:R:3
C 2.074 3.863 4.023 2.0 -4.2 -4.4
C 2.667 3.115 3.120 -2.7 3.5 2.7
C 3.096 2.331 1.765 2.1 1.0 1.8
P 2.317 3.039 0.135 -1.0 -0.7 -1.9
C 1.234 4.546 0.491 0.1 1.4 0.3
O 3.598 3.641 -0.878 -0.2 -0.6 1.6
C 4.685 2.426 1.358 -2.0 -2.5 1.7
N 5.163 1.182 1.305 0.9 3.7 -0.4
C 4.315 -0.046 1.648 0.5 2.1 -0.9
O 5.125 -0.656 2.653 -2.2 0.0 -0.8
C 4.927 -2.079 2.829 1.4 -2.1 1.5
C 6.106 -2.938 2.065 0.2 0.4 -0.1
C 6.885 -3.944 3.106 -0.5 1.3 -0.7
C 7.257 -2.004 1.422 0.5 -0.8 -1.1
C 8.093 -2.916 0.340 0.5 0.1 -0.7
C 9.649 -3.121 0.780 -0.7 -0.2 0.5
C 8.084 -2.282 -1.153 0.0 -0.3 -0.6
B 3.993 -0.747 0.216 -1.0 -1.6 -3.4
O 3.469 -2.110 0.029 2.2 1.9 0.9
O 4.168 0.015 -1.028 -1.2 -1.9 2.4
C 3.376 -0.597 -2.112 -0.9 0.1 -2.2
C 3.324 0.345 -3.450 0.2 -1.2 0.0
C 2.941 0.714 2.016 -0.4 -1.7 3.5
N 1.781 0.001 1.409 -0.9 3.8 -0.4
C 0.601 0.521 1.764 -0.3 -0.3 -0.7
C 0.056 0.720 3.275 -0.8 0.0 -0.5
C -0.426 0.959 0.557 0.8 -0.3 0.4
H 1.336 4.307 4.798 2.0 -0.9 -1.7
H 0.161 4.299 0.137 1.9 0.3 0.4
H 1.631 5.473 -0.088 -0.7 -1.7 0.8
H 1.169 4.863 1.592 0.2 -0.7 -1.5
H 4.079 2.894 -1.313 -0.9 0.6 0.4
H 5.189 3.436 1.153 -0.4 -2.0 0.2
H 6.177 1.102 1.054 -1.2 -0.4 0.3
H 3.874 -2.478 2.614 1.5 0.9 -0.1
H 5.117 -2.296 3.961 -0.5 0.8 -1.9
H 5.594 -3.531 1.208 1.0 0.8 1.4
H 7.518 -4.710 2.528 -1.2 1.0 1.0
H 7.624 -3.249 3.676 -1.4 -1.4 -0.6
H 6.092 -4.406 3.795 1.5 0.4 -0.9
H 8.011 -1.621 2.211 -1.5 -0.5 -1.1
H 6.872 -1.100 0.827 0.3 -1.2 0.9
H 7.570 -3.952 0.246 1.0 1.7 0.3
H 10.344 -2.372 0.255 -1.1 -1.0 0.9
H 10.011 -4.177 0.510 -0.5 1.6 0.4
H 9.706 -2.997 1.937 0.2 -0.2 -2.1
H 7.034 -2.339 -1.655 1.7 0.3 1.0
H 8.785 -2.883 -1.868 -1.2 0.9 1.4
H 8.474 -1.192 -1.197 -0.7 -1.7 0.3
H 4.193 -2.706 -0.291 -0.9 0.7 0.2
H 2.263 -0.756 -1.809 2.2 0.1 0.0
H 3.847 -1.598 -2.475 -0.9 1.7 1.0
H 4.019 -0.146 -4.246 -1.1 1.2 1.4
H 2.252 0.247 -3.885 1.8 0.5 0.8
H 3.620 1.436 -3.256 -0.6 -1.6 -0.3
H 2.886 0.574 3.168 0.2 0.7 -1.5
H 0.329 1.735 3.743 -0.2 -1.7 -0.7
H -1.117 0.692 3.222 2.2 0.1 -0.1
H 0.375 -0.171 3.940 -0.2 1.6 -1.1
H -1.422 0.389 0.585 1.5 0.9 0.0
H -0.639 2.100 0.687 0.3 -2.0 0.2
H 0.129 0.879 -0.460 -1.0 -0.2 1.9
N -3.449 1.087 2.460 -0.7 -0.2 0.3
C -4.152 2.010 3.143 0.4 -0.4 -0.3
C -5.429 1.799 3.636 0.1 -0.2 0.1
C -6.023 0.565 3.412 0.0 0.0 0.0
C -5.324 -0.406 2.710 -0.1 0.2 0.1
C -4.051 -0.100 2.259 0.4 0.4 0.0
H -3.647 2.959 3.290 -0.1 0.0 0.0
H -5.945 2.578 4.181 0.1 -0.1 -0.1
H -7.023 0.363 3.782 0.1 0.0 0.0
H -5.759 -1.379 2.516 0.1 0.0 0.0
H -3.463 -0.828 1.707 0.0 -0.1 0.0
N 3.251 -3.076 -6.006 -0.6 0.3 -0.3
C 2.161 -2.574 -5.402 0.6 -0.3 -0.2
C 1.042 -2.119 -6.082 0.0 0.0 -0.1
C 1.047 -2.181 -7.469 -0.1 0.0 -0.1
C 2.161 -2.693 -8.119 -0.1 0.1 0.1
C 3.229 -3.126 -7.349 0.2 -0.1 0.6
H 2.206 -2.543 -4.317 -0.1 0.0 0.0
H 0.189 -1.726 -5.542 0.0 0.0 0.0
H 0.191 -1.834 -8.037 0.1 0.0 0.0
H 2.199 -2.756 -9.200 0.0 0.0 0.1
H 4.121 -3.537 -7.811 -0.1 0.0 0.0
N -7.458 3.484 2.300 -0.8 0.4 -0.4
C -8.550 3.989 2.900 0.6 -0.3 -0.2
C -9.682 4.404 2.219 0.0 0.0 -0.1
C -9.691 4.298 0.835 -0.1 0.0 0.0
C -8.577 3.782 0.188 -0.1 0.0 0.1
C -7.494 3.391 0.959 0.1 0.0 0.6
H -8.493 4.055 3.983 -0.1 0.0 0.0
H -10.535 4.802 2.755 0.1 0.0 0.0
H -10.558 4.614 0.266 0.1 0.0 0.0
H -8.550 3.686 -0.891 0.0 0.0 0.1
H -6.601 2.978 0.500 0.0 0.0 0.0
N -11.232 4.502 -2.597 -0.3 -0.7 -0.1
C -10.912 3.782 -3.686 0.0 0.4 0.5
C -11.515 2.581 -4.021 -0.1 0.0 0.1
C -12.505 2.087 -3.183 0.0 -0.1 0.0
C -12.855 2.808 -2.050 0.0 -0.1 -0.1
C -12.195 4.001 -1.804 0.4 0.3 -0.4
H -10.130 4.208 -4.308 0.0 -0.1 0.0
H -11.219 2.044 -4.914 0.0 0.1 0.1
H -13.000 1.149 -3.411 0.0 0.1 0.0
H -13.622 2.451 -1.374 0.0 0.0 0.0
H -12.435 4.603 -0.933 -0.1 -0.1 0.0
N -0.933 -3.004 0.839 0.3 -0.6 -0.1
C -1.569 -4.159 0.577 0.2 0.6 0.1
C -0.920 -5.348 0.283 0.1 0.0 0.0
C 0.468 -5.348 0.253 0.0 -0.1 0.0
C 1.151 -4.169 0.518 -0.2 -0.3 0.0
C 0.411 -3.034 0.805 -0.5 0.2 0.1
H -2.653 -4.108 0.609 0.0 -0.1 0.0
H -1.485 -6.250 0.083 0.0 0.1 0.0
H 1.012 -6.259 0.026 -0.1 0.1 0.0
H 2.233 -4.133 0.502 -0.1 0.0 0.0
H 0.900 -2.090 1.022 0.1 -0.2 -0.1
```
Forces are in eV/Å.



CH3ClN3O | ωB97M-V/def2-TZVPD

As for the net charge: +1. For the LUMO energy, the calculation gives -7.51 eV. Its highest occupied orbital energy is -15.9014 eV. The calculation puts the relative energy (zero: lowest compared OMol25 entry of this formula, charge and spin) at 218.44 kJ/mol. Its multiplicity is 1.

XYZ file:
```
9
Properties=species:S:1:pos:R:3:forces:R:3
C 1.214 1.363 1.561 -0.1 0.9 2.0
N 0.397 0.553 -1.505 0.2 2.6 2.3
N 1.257 0.937 0.475 0.1 0.0 -2.1
N 1.061 0.177 -0.585 0.4 -1.4 0.9
O -1.510 -0.445 0.822 -2.1 -1.8 0.7
Cl 1.871 -1.362 -0.262 -0.7 0.4 -0.8
H -2.260 -0.002 0.398 0.3 0.5 -0.2
H 0.058 -0.056 -2.172 -0.1 -2.4 -2.2
H -2.087 -1.166 1.269 1.9 1.4 -0.7
```
Forces are in eV/Å.



C3H11N2S | ωB97M-V/def2-TZVPD

As for the net charge: +1. For the LUMO energy, the calculation gives -3.95 eV. Its highest occupied orbital energy is -14.4634 eV. The calculation puts the relative energy (zero: lowest compared OMol25 entry of this formula, charge and spin) at 236.47 kJ/mol. Its multiplicity is 1.

XYZ file:
```
17
Properties=species:S:1:pos:R:3:forces:R:3
C 0.010 -1.959 0.166 -1.0 1.4 0.6
C 1.573 -0.348 -0.635 3.6 0.7 1.5
C -0.755 0.331 -0.477 0.3 -2.0 0.3
N -0.544 1.529 -1.078 -0.5 -2.1 0.7
N 0.236 -0.576 -0.275 -2.7 1.4 -0.8
S -2.344 -0.188 0.083 0.6 -1.0 -0.2
H -0.930 -2.276 -0.194 -0.7 -0.9 -1.4
H 0.871 -2.489 -0.212 -0.2 -0.7 0.6
H -0.276 -1.932 1.213 1.2 -0.4 0.7
H 2.241 -0.825 0.135 -0.9 0.3 -0.2
H 2.004 -0.846 -1.501 -0.9 0.4 -0.8
H 1.884 0.697 -0.500 -0.2 -0.2 -0.8
H -0.074 1.745 2.210 0.8 1.2 1.5
H 0.226 1.926 -0.610 1.1 1.7 -0.2
H -1.386 2.038 -1.270 0.1 0.7 0.1
H 0.264 2.219 2.778 -0.8 -1.2 -1.5
H -3.000 0.954 0.166 0.1 0.8 -0.2
```
Forces are in eV/Å.